# 1
{"formula": "C4H5N3", "method": "the ωB97M-V functional and the def2-TZVPD basis", "species": ["C", "N", "C", "H", "H", "H", "N", "N", "H", "H", "C", "C"], "xyz": [[0.6852, -0.7848, -0.3187], [-2.7333, -1.0916, -0.2562], [-1.5866, -1.0408, -0.6723], [-1.3475, 0.7669, 1.3348], [2.4061, 1.0410, 0.1704], [0.3202, -2.1134, -1.4282], [1.4555, 1.4480, 0.6021], [-0.7925, 1.3125, 0.5156], [1.7560, -1.1279, -0.3236], [-0.2871, 2.4174, 0.8264], [-0.3199, -1.4946, -0.7046], [0.4440, 0.6673, 0.2543]], "forces_ev_per_a": [[1.95, 4.99, 3.19], [5.95, 0.89, -2.71], [-10.00, -1.29, 2.92], [1.52, 2.00, -2.46], [-2.46, 0.95, 1.37], [-2.79, -0.89, 0.56], [1.45, -2.70, -2.74], [0.86, 1.10, 2.58], [-1.31, 0.54, -0.19], [-2.40, -4.30, -0.65], [4.51, -2.24, -3.50], [2.73, 0.94, 1.64]], "mulliken_charge": [-0.21, -0.47, 0.35, 0.29, 0.19, 0.24, -0.71, -0.64, 0.25, 0.40, -0.31, 0.63], "de_lowest_kcal_mol": 116.2, "lumo_energy_ev": -0.534, "e_tot_ha": -319.52702, "gap_ev": 9.133, "smiles": "[H]/N=C(N)\\C=C/C#N"}

***

# 2
{"formula": "C14H27MnN4S5", "method": "the ωB97M-V functional and the def2-TZVPD basis", "species": ["H", "C", "C", "H", "S", "C", "H", "S", "H", "H", "N", "C", "H", "H", "C", "H", "H", "N", "S", "H", "C", "H", "H", "H", "H", "H", "H", "H", "H", "C", "H", "H", "C", "H", "Mn", "N", "C", "N", "C", "H", "C", "H", "C", "S", "C", "H", "H", "H", "C", "S", "H"], "xyz": [[1.4922, -1.8768, -1.5407], [2.4188, 0.0391, -1.7989], [1.3378, 1.4642, 2.3861], [0.5861, 2.1330, -2.5922], [-1.7226, -6.0465, 1.6111], [-0.3569, 1.7996, -3.0352], [1.5765, 1.6386, -0.8681], [0.9484, -7.3376, 1.3211], [-0.1711, 3.4794, 2.0553], [3.8592, 1.3285, -0.0216], [0.0524, -0.5659, -2.2437], [1.4487, -1.0441, -2.2476], [-2.4304, 1.6776, -2.4957], [-4.6056, -2.6530, 3.4731], [-0.3198, 0.3121, -3.3735], [-1.6845, 2.6030, 1.9162], [3.1701, 0.0125, 0.9298], [1.9118, 0.7214, -0.5858], [0.5786, -4.4002, 1.0885], [-1.3160, 0.0155, -3.7069], [-3.5877, -2.9394, 3.2139], [-2.2881, 1.7496, -0.3286], [-0.5353, -1.3931, -2.2753], [3.3042, 2.2219, 2.1243], [-1.7353, 3.2738, -2.2735], [2.6041, 0.7691, -2.5908], [-0.5659, 0.8140, 2.3468], [3.3757, -0.4321, -1.5726], [1.5772, 0.4554, 2.7298], [2.9392, 0.9652, 0.4472], [-1.3542, 3.9395, -0.0826], [1.7397, -1.4220, -3.2329], [-0.7614, 3.0261, 0.0352], [1.2678, 2.1031, 3.2721], [-0.1987, 0.0269, -0.0682], [0.0108, 1.3839, 1.7335], [-0.6715, 2.6735, 1.5126], [-1.3581, 1.9034, -0.7125], [-1.5365, 2.2040, -2.1566], [-0.4421, 2.3468, -3.9766], [-0.9480, -3.5709, 1.2043], [-3.2012, -3.6029, 3.9842], [-2.0267, -4.3310, 1.4596], [-0.9256, -1.8384, 0.9618], [2.4574, 1.9686, 1.4845], [0.3582, 0.1354, -4.2140], [-2.9654, -2.0511, 3.1344], [0.2250, 3.2364, -0.3862], [-0.0093, -6.0229, 1.3352], [-3.6915, -3.7976, 1.6279], [2.1693, 2.9044, 0.9920]], "forces_ev_per_a": [[0.02, 0.01, -0.01], [-0.02, -0.06, 0.07], [0.00, 0.04, -0.02], [0.02, 0.01, -0.02], [0.02, -0.07, 0.07], [-0.07, -0.04, 0.01], [0.14, 0.03, -0.06], [0.02, -0.02, -0.01], [0.00, -0.01, -0.01], [-0.01, 0.02, 0.03], [-0.10, -0.18, -0.01], [-0.02, -0.01, -0.02], [0.01, -0.01, 0.00], [-0.01, 0.01, -0.01], [0.09, 0.00, 0.01], [0.01, 0.01, -0.01], [0.01, 0.00, -0.03], [-0.09, 0.13, -0.05], [0.09, -0.05, -0.01], [0.01, 0.00, -0.03], [0.00, -0.01, 0.10], [0.00, 0.04, 0.02], [-0.01, 0.01, 0.00], [0.01, -0.01, -0.01], [-0.01, -0.02, -0.01], [-0.02, -0.03, -0.02], [0.00, 0.06, 0.05], [0.01, 0.04, 0.00], [0.01, 0.01, 0.01], [0.00, -0.07, 0.02], [0.02, -0.02, -0.02], [0.00, 0.00, 0.02], [-0.04, -0.02, 0.00], [0.00, 0.00, -0.02], [0.59, 0.44, -0.57], [-0.14, -0.23, 0.15], [0.07, 0.03, 0.00], [-0.16, -0.07, 0.01], [0.03, 0.06, 0.04], [-0.01, 0.00, 0.01], [0.17, 0.23, -0.36], [-0.01, -0.02, -0.01], [0.04, 0.02, -0.02], [-0.63, -0.30, 0.77], [-0.03, -0.08, 0.00], [0.01, 0.02, 0.01], [0.01, 0.00, -0.02], [0.02, -0.02, 0.03], [-0.06, 0.06, 0.00], [0.03, 0.04, -0.09], [0.00, 0.02, 0.02]], "mulliken_charge": [0.28, -0.72, -1.02, 0.08, -0.04, -0.26, -0.25, -0.21, 0.37, 0.48, -0.14, -0.78, 0.44, 0.32, -0.83, 0.44, 0.46, 0.28, -0.02, 0.45, -0.60, 0.26, 0.34, 0.39, 0.35, 0.32, 0.29, 0.49, 0.43, -0.88, 0.49, 0.48, -0.58, 0.39, 0.18, -0.10, -0.91, 0.05, -0.92, 0.43, 0.09, 0.28, -0.05, -0.01, -0.54, 0.35, 0.08, 0.30, 0.05, -0.05, 0.27], "total_charge": 1, "lumo_energy_ev": [-2.392, -2.427], "e_tot_ha": -3910.45748, "spin_multiplicity": 6, "gap_ev": [7.225, 7.242]}

***

# 3
{"formula": "C12H22Ag2Cu2N2O10", "method": "the ωB97M-V functional and the def2-TZVPD basis", "species": ["C", "H", "H", "H", "N", "C", "H", "Ag", "H", "C", "H", "H", "C", "Cu", "H", "O", "H", "H", "H", "N", "C", "O", "O", "C", "O", "H", "C", "H", "H", "O", "C", "C", "O", "H", "Ag", "H", "H", "C", "Cu", "H", "C", "H", "H", "H", "O", "C", "O", "H", "O", "O"], "xyz": [[-3.9544, 1.3404, 3.1525], [0.4929, 2.0561, -3.0624], [-6.8283, 0.6187, 2.5935], [2.4615, -6.5628, 0.0103], [2.3199, 5.5813, -0.6822], [1.4716, -3.5239, -0.6874], [-5.5590, -0.5097, 0.9113], [0.5669, -1.9006, 3.4093], [2.2710, -2.8010, -0.8501], [-5.0723, -0.2990, 1.8636], [1.1761, 4.2322, -1.8118], [-4.6642, -1.2919, 2.0527], [2.6046, -5.5038, -0.2048], [4.8732, 0.3683, -0.5894], [-4.2195, 1.5745, 1.0342], [2.4592, 0.6932, -0.0232], [-6.2090, -0.5938, 3.7526], [3.6744, -5.3470, -0.3424], [1.2912, 2.8555, -4.3200], [1.7298, 0.8248, -4.0743], [1.6023, -4.9068, -1.2715], [0.3072, 0.1388, 1.9685], [2.8769, 1.0973, -4.2189], [0.7622, 1.9258, -4.1105], [1.1994, -3.1581, 1.6856], [1.4910, 3.7420, -0.1406], [-5.9338, 0.1652, 3.0203], [1.0776, -0.5813, -0.9001], [-0.0328, 1.8572, -4.8531], [3.4539, 5.8104, -0.5075], [1.6102, -3.7534, 0.7615], [1.9432, 4.1575, -1.0411], [1.3213, -0.2828, -4.0332], [-2.9496, 0.5582, 1.5949], [2.8171, 0.7158, 2.1913], [1.9135, -4.9924, -2.3127], [-0.9489, 0.0724, 0.4019], [-4.0179, 0.7422, 1.7086], [-0.6891, 1.7139, 4.0029], [-0.0452, 1.6757, 0.7221], [1.1744, 0.4061, -0.4485], [0.4792, -3.1028, -0.8486], [2.7445, 3.5179, -1.4112], [0.9268, 1.1005, -1.2513], [2.1917, -4.8658, 0.9516], [-0.0212, 0.5884, 0.6492], [-5.1233, 1.0336, 3.7771], [0.6856, -5.4907, -1.1888], [-3.0343, 1.9832, 3.6382], [1.3324, 6.3206, -0.6680]], "forces_ev_per_a": [[2.06, 1.03, -2.40], [-0.98, -0.28, -0.13], [-1.40, 0.68, 0.14], [0.02, 0.00, -0.46], [3.21, -3.15, -0.89], [-1.24, 0.92, -0.18], [-0.66, 0.22, 0.07], [0.11, -0.70, -0.45], [0.11, 0.06, -0.99], [-0.16, -0.14, -1.58], [-0.09, -0.01, -0.03], [0.16, -0.49, 0.66], [-0.29, -1.61, -2.13], [-0.49, -0.10, -0.36], [-0.44, 0.01, -0.25], [-0.59, -0.22, 0.55], [-1.15, -0.34, 0.57], [-0.07, 0.26, -0.32], [0.32, -0.26, -0.39], [-0.62, 0.77, -1.94], [1.65, -1.09, 0.30], [0.21, 1.19, -1.36], [2.61, 1.10, 0.58], [0.20, 1.95, 0.57], [-1.97, 4.11, 4.17], [0.08, 0.11, 0.01], [3.70, -0.36, -0.05], [-0.20, -0.67, 0.53], [-0.07, -0.72, 0.45], [-0.09, 1.39, 0.44], [0.51, -2.94, -2.94], [-2.02, -0.50, -0.21], [-1.53, -2.47, 0.94], [-0.19, -0.97, -0.71], [-0.22, -0.22, -0.18], [0.23, 0.23, 0.20], [0.14, 0.40, -0.81], [1.13, 1.54, 2.66], [-0.74, 0.07, -0.19], [-0.27, 0.26, -0.34], [1.64, 0.74, -0.69], [0.18, 0.44, -0.29], [0.62, 0.93, 0.16], [-0.37, 0.14, -0.02], [0.97, -0.52, 2.73], [0.76, -1.52, 3.22], [-1.59, 0.04, 0.84], [-0.19, 0.32, 0.11], [-1.46, -1.48, 0.19], [-1.57, 1.87, 0.19]], "mulliken_charge": [0.51, 0.02, 0.33, 0.34, 0.96, -0.09, 0.43, 0.84, 0.12, -0.56, 0.38, 0.36, -0.46, 0.89, 0.42, -0.61, 0.38, 0.27, 0.34, 1.00, -0.65, -0.38, -0.56, -0.62, -0.51, 0.34, -0.15, 0.00, 0.35, -0.25, 0.36, -0.84, -0.51, -0.24, 0.64, 0.37, 0.30, 0.17, 0.87, 0.30, 1.04, 0.32, 0.36, -0.42, -0.30, -0.63, -0.07, 0.30, -0.49, 0.00], "total_charge": 5, "lumo_energy_ev": [-16.095, -19.567], "e_tot_ha": -4904.40072, "spin_multiplicity": 4, "gap_ev": [5.813, 2.338]}

***

Question: Which formula does entry 1 have?
Answer: C4H5N3